Record 1
C4H12NO2 | ωB97M-V/def2-TZVPD

Geometry as XYZ:
```
19
Properties=species:S:1:pos:R:3:forces:R:3:mulliken_charge:R:1
O 1.139208 2.613194 -1.089180 0.32 1.07 0.04 -0.482
C 1.614536 1.757368 -0.402945 -0.55 -1.23 -0.80 0.087
C 0.795872 0.467532 -0.250299 0.35 -0.57 1.29 0.106
N -0.558750 0.790610 -0.785058 -1.09 -0.09 0.75 -0.134
C -1.731704 0.869334 0.189107 1.20 0.70 -0.19 -0.895
C 0.924488 0.029916 1.226651 0.78 -0.67 -0.89 -1.482
H 2.577271 1.783743 0.113413 0.16 0.30 -0.01 0.425
H 1.167870 -0.363104 -0.849877 0.25 0.30 -0.22 0.316
H -0.387591 1.718881 -1.221679 -0.27 -0.07 -0.36 0.398
H -0.878929 0.105817 -1.460725 0.48 0.08 -0.47 0.368
H -1.788874 -0.079702 0.698862 -0.37 -0.13 0.01 0.354
H -2.602952 1.147132 -0.392269 -0.16 -0.24 0.04 0.361
H -1.501195 1.666016 0.888478 -0.11 -0.02 0.18 0.357
H 1.180435 0.848245 1.892947 -0.63 0.04 0.25 0.388
H 1.803548 -0.622084 1.227151 0.11 0.18 0.07 0.398
H 0.158443 -0.661119 1.544608 -0.46 0.29 0.34 0.429
H -0.445178 -4.754831 -0.318888 0.22 -0.50 0.23 0.316
H -0.998659 -3.500188 -0.877410 0.07 0.05 0.22 0.307
O -0.467835 -3.816761 -0.132886 -0.31 0.52 -0.49 -0.617
```
Positions in Å, forces in eV/Å.

Kohn-Sham gap ... 11.061 eV
Max |F| ... 1.57 eV/A
Lowest unoccupied orbital energy ... -3.7 eV
2S+1 ... 1
Total charge ... +1
HOMO ... -14.7548 eV
Energy above the lowest of the compared OMol25 structures with the same formula, charge and spin ... 42.9 kcal/mol

---

Record 2
C4H12NO2 | ωB97M-V/def2-TZVPD

Geometry as XYZ:
```
19
Properties=species:S:1:pos:R:3:forces:R:3:mulliken_charge:R:1
O -2.715824 0.204723 0.572619 0.13 0.11 -0.17 -0.447
C -1.981452 -0.554847 1.143901 -0.71 -0.40 -0.27 0.123
C -0.508827 -0.564022 0.845132 0.62 0.96 -0.64 -0.481
N -0.270097 0.237776 -0.414135 0.59 -1.15 -0.13 -0.125
C 0.587474 -0.465455 -1.497571 -0.33 1.25 0.59 -0.388
C 1.787330 -1.212092 -0.962292 -0.14 -0.03 -0.08 -1.124
H -2.391327 -1.279030 1.855586 0.26 -0.04 0.32 0.376
H -0.003806 -0.003432 1.632020 0.07 -0.26 0.26 0.302
H -0.011794 -1.518600 0.719342 -0.39 -0.27 0.28 0.314
H 0.234578 1.088830 -0.156867 -0.07 0.16 -0.06 0.314
H -1.179305 0.435396 -0.841843 -0.08 0.45 0.34 0.399
H 0.941756 0.393193 -2.072793 -0.12 -0.26 -0.24 0.334
H -0.131791 -1.025692 -2.086351 0.27 -0.35 -0.08 0.389
H 1.561820 -2.187126 -0.541266 -0.04 -0.09 -0.04 0.399
H 2.338229 -0.631360 -0.223454 -0.10 0.05 -0.02 0.278
H 2.446032 -1.347987 -1.812789 0.18 -0.22 -0.06 0.357
H 1.971219 2.807255 0.638266 -0.13 -0.08 -0.03 0.287
H 2.843457 1.566416 0.597018 -0.24 -0.03 -0.06 0.284
O 1.928961 1.856896 0.463299 0.24 0.19 0.09 -0.589
```
Positions in Å, forces in eV/Å.

Kohn-Sham gap ... 11.602 eV
Max |F| ... 1.42 eV/A
Lowest unoccupied orbital energy ... -3.2 eV
2S+1 ... 1
Total charge ... +1
HOMO ... -14.7665 eV
Energy above the lowest of the compared OMol25 structures with the same formula, charge and spin ... 29.3 kcal/mol

---

Record 3
C4H12NO2 | ωB97M-V/def2-TZVPD

Geometry as XYZ:
```
19
Properties=species:S:1:pos:R:3:forces:R:3:lowdin_spin:R:1
C -0.299285 -2.010138 -0.476030 -0.68 -2.23 0.68 0.010
O 0.093802 -2.014999 -1.759325 -0.33 -0.15 -0.67 0.008
C 0.331964 -0.620028 0.114232 0.25 2.94 0.79 0.013
C -0.507330 0.636594 -0.422513 0.59 -1.84 -0.84 0.126
C -0.168883 0.899445 -1.945530 0.15 -1.34 -2.10 0.135
O 1.190426 0.963338 -2.227700 -0.12 0.56 0.91 0.640
N 0.232100 -0.586267 1.443198 0.02 -0.61 -0.32 -0.003
H 0.136742 -2.820446 0.111114 0.09 -0.03 0.06 0.000
H -1.379467 -2.028929 -0.298739 -0.04 0.80 0.03 0.003
H 0.145110 -2.943692 -2.050312 0.45 0.12 -0.25 0.000
H 1.341854 -0.691695 -0.259128 0.59 -0.23 -0.29 0.004
H -0.187678 1.495570 0.084764 -0.03 1.19 1.10 0.002
H -1.554065 0.375561 -0.367410 -0.41 0.53 0.05 0.003
H -0.632999 1.814818 -2.343579 -0.19 0.46 0.73 0.044
H -0.487014 0.037615 -2.543417 -0.17 0.09 0.31 0.008
H 1.582475 1.830507 -1.936572 0.08 -0.14 -0.35 0.003
H 1.108230 -0.905290 1.903740 -0.25 -0.14 0.14 0.003
H -0.144403 3.210212 6.647402 -0.15 0.03 -0.08 0.000
H -0.801572 3.357831 6.325805 0.15 -0.03 0.08 0.000
```
Positions in Å, forces in eV/Å.

Kohn-Sham gap (spin up / spin down) ... 4.968 / 3.599 eV
Max |F| ... 3.06 eV/A
Lowest unoccupied orbital energy (spin up / spin down) ... -13.0 / -14.4 eV
2S+1 ... 2
Total charge ... +2
HOMO (spin up / spin down) ... -17.9787 / -17.9787 eV
Energy above the lowest of the compared OMol25 structures with the same formula, charge and spin ... 161.9 kcal/mol

---

Record 4
C4H12NO2 | ωB97M-V/def2-TZVPD

Geometry as XYZ:
```
19
Properties=species:S:1:pos:R:3:forces:R:3:lowdin_spin:R:1
O -1.037424 -2.054410 2.180145 0.03 -0.23 -0.19 0.706
C -1.411298 -1.979297 1.045818 0.04 0.68 0.65 0.120
C -0.761511 -1.040553 0.027540 -0.02 0.59 -0.25 0.094
N 0.296688 -0.097146 0.508528 -0.80 0.14 0.47 0.002
C 1.531407 0.048602 -0.402103 0.19 -0.73 0.37 0.002
C 1.153819 0.192405 -1.849447 -0.40 0.69 -0.66 0.002
H -2.383607 -2.473100 0.803666 0.12 -0.30 -0.24 0.067
H -1.615011 -0.430053 -0.294380 -0.06 -0.25 -0.24 0.002
H -0.400612 -1.636601 -0.815777 -0.11 -0.14 0.03 0.002
H -0.139621 0.844382 0.600769 -0.23 0.13 0.17 0.000
H 0.530959 -0.273046 1.493744 0.57 -0.16 -0.28 0.002
H 2.032041 0.925466 0.004139 0.15 -0.10 -0.04 0.001
H 2.095608 -0.861946 -0.206892 0.36 0.20 -0.05 0.000
H 0.978879 -0.726663 -2.401598 -0.14 -0.26 0.25 0.000
H 0.293509 0.859124 -1.974042 -0.07 -0.09 0.01 0.000
H 1.928513 0.695772 -2.432340 0.26 -0.06 0.39 0.000
H -1.081314 2.699668 0.463456 -0.40 0.41 -0.17 0.000
H -0.860317 3.011924 1.914303 -0.05 -0.07 0.33 0.000
O -1.150713 2.295468 1.334463 0.58 -0.45 -0.55 0.000
```
Positions in Å, forces in eV/Å.

Kohn-Sham gap (spin up / spin down) ... 9.116 / 5.324 eV
Max |F| ... 1.03 eV/A
Lowest unoccupied orbital energy (spin up / spin down) ... -10.7 / -14.5 eV
2S+1 ... 2
Total charge ... +2
HOMO (spin up / spin down) ... -19.8364 / -19.8357 eV
Energy above the lowest of the compared OMol25 structures with the same formula, charge and spin ... 29.4 kcal/mol

---

Record 5
C4H12NO2P | ωB97M-V/def2-TZVPD

Geometry as XYZ:
```
20
Properties=species:S:1:pos:R:3:forces:R:3:mulliken_charge:R:1
C 1.189581 1.875112 0.265857 -1.74 0.14 6.11 -1.458
C 1.171290 0.406140 0.830302 -1.30 0.85 0.66 -0.509
C 0.168738 -0.343390 -0.012228 -0.97 -0.06 0.99 0.234
C 0.276949 -0.366735 -1.565297 -4.12 -2.36 4.23 -1.551
N -0.065345 -1.729655 0.729037 -0.33 0.99 -1.10 -0.349
P -1.728194 0.523180 0.479776 0.93 -0.94 -0.41 0.260
O -2.004799 1.471813 -0.634703 -0.21 0.11 -0.22 -0.579
O -2.417003 -1.063554 -0.023316 -1.47 0.71 -0.93 -0.626
H 0.226142 2.128974 -0.089308 -1.02 0.04 -0.64 0.483
H 1.302573 2.674267 1.139701 0.47 -1.70 -1.89 0.260
H 1.853799 1.943970 -0.464663 3.10 0.75 -3.04 0.398
H 2.111260 -0.132709 0.867299 0.69 0.34 -0.13 0.418
H 0.775450 0.395139 1.920456 0.53 0.22 -1.54 0.387
H -0.641526 -0.975115 -1.839604 1.31 0.84 -0.49 0.307
H 1.155733 -0.673064 -1.922250 3.44 -1.84 -1.50 0.512
H 0.185607 0.618168 -1.787370 -0.84 2.94 -1.14 0.409
H 0.610374 -2.491499 0.683283 -0.36 -0.43 -1.66 0.280
H -1.152374 -1.776817 0.419871 1.30 -1.17 0.64 0.547
H 0.145476 -1.554179 1.700071 -1.19 0.88 0.70 0.268
H -3.163731 -0.930045 -0.696912 1.77 -0.31 1.34 0.310
```
Positions in Å, forces in eV/Å.

Kohn-Sham gap ... 7.794 eV
Max |F| ... 6.36 eV/A
Lowest unoccupied orbital energy ... 0.4 eV
2S+1 ... 1
HOMO ... -7.4419 eV
SMILES ... CC[C@@](C)([NH3+])P([O-])O
Energy above the lowest of the compared OMol25 structures with the same formula, charge and spin ... 68.3 kcal/mol

---

Record 6
C4H12NO2P | ωB97M-V/def2-TZVPD

Geometry as XYZ:
```
20
Properties=species:S:1:pos:R:3:forces:R:3:mulliken_charge:R:1
C -0.587469 2.155225 1.390529 -0.18 -0.52 -0.85 -1.197
C 0.151407 0.874048 1.668419 1.99 -0.89 0.63 -0.160
C -0.444408 -0.425945 1.104958 1.28 -0.48 -0.15 -1.029
C -0.232882 -0.514200 -1.222040 -0.91 -0.34 4.10 -0.136
N -1.592504 -0.501893 -1.584764 1.04 2.16 -1.25 -0.389
O 1.145776 -2.155021 -2.649717 1.09 -0.30 -2.94 -0.404
O 2.220350 -1.376266 -0.689197 0.39 0.13 1.15 -0.535
P 0.780372 -2.064526 -1.144791 -1.43 0.44 3.10 0.097
H -1.449178 2.249672 2.008837 -1.09 -0.04 0.18 0.326
H -0.007877 3.019681 1.605236 0.83 0.69 0.27 0.411
H -0.832673 2.230720 0.316508 -0.25 -0.13 0.44 0.241
H 0.550790 0.812450 2.712052 -1.35 -0.16 0.03 0.388
H 1.140463 1.003164 1.296956 1.09 0.12 -1.27 0.246
H -1.484131 -0.234148 1.276668 -1.11 -0.80 -0.70 0.369
H -0.128892 -1.427551 1.639979 -0.39 2.03 -1.11 0.260
H 0.392354 0.381826 -1.228201 -0.56 0.12 -0.49 0.414
H -1.931911 0.319549 -2.159754 0.56 -1.81 1.05 0.226
H 1.750963 -1.416517 -2.812056 0.10 -0.03 -0.69 0.336
H -2.010102 -1.391777 -1.750548 -0.28 -0.25 -0.35 0.216
H 2.569551 -1.538490 0.220925 -0.81 0.06 -1.16 0.321
```
Positions in Å, forces in eV/Å.

Kohn-Sham gap ... 8.140 eV
Max |F| ... 4.21 eV/A
Lowest unoccupied orbital energy ... 0.8 eV
2S+1 ... 1
HOMO ... -7.3168 eV
Energy above the lowest of the compared OMol25 structures with the same formula, charge and spin ... 85.7 kcal/mol

---

Record 7
C4H12NO2P | ωB97M-V/def2-TZVPD

Geometry as XYZ:
```
20
Properties=species:S:1:pos:R:3:forces:R:3:mulliken_charge:R:1
C -1.344495 0.778739 -0.163272 -0.29 1.45 1.17 -1.344
C 0.519721 1.982061 1.105186 -1.00 -2.91 -2.91 -1.587
C -0.798725 -2.490670 -2.537930 0.91 -2.32 1.57 -0.940
C -0.136210 0.578395 0.806275 0.45 0.27 -1.77 1.111
N -0.289836 -0.223409 1.917292 0.93 -1.98 2.66 -0.683
O 2.531914 -0.266208 0.703786 -1.17 -0.64 -0.45 -0.527
O 1.594561 0.524408 -1.510870 -0.20 -0.08 -0.19 -0.528
P 1.212561 -0.341549 -0.374092 1.42 0.59 0.49 0.411
H -2.059960 0.030991 -0.545850 0.70 -0.47 0.93 0.315
H -0.874967 1.157392 -1.076404 -0.29 0.54 0.17 0.411
H -1.941111 1.581172 0.390950 0.43 -0.88 -1.22 0.336
H 0.740524 2.129864 2.078668 0.98 0.17 3.13 0.413
H 1.330837 2.061142 0.428709 1.08 0.55 -0.25 0.411
H -0.205264 2.656856 0.803601 -1.32 1.67 -0.46 0.459
H -1.073199 -1.736260 -3.179335 -0.44 1.56 -1.37 0.353
H -0.075585 -3.276368 -2.850550 -0.72 0.86 0.34 0.304
H -1.320189 -2.587020 -1.581220 0.29 -0.04 -0.44 0.293
H -0.766219 -1.098685 1.754015 -0.52 0.09 -0.32 0.286
H 0.602832 -0.568590 2.407387 -1.62 1.49 -0.93 0.238
H 2.352812 -0.892262 1.423654 0.39 0.11 -0.16 0.270
```
Positions in Å, forces in eV/Å.

Kohn-Sham gap (spin up / spin down) ... 7.345 / 8.129 eV
Max |F| ... 4.23 eV/A
Lowest unoccupied orbital energy (spin up / spin down) ... -1.5 / 0.0 eV
2S+1 ... 1
HOMO (spin up / spin down) ... -8.8526 / -8.0804 eV
Energy above the lowest of the compared OMol25 structures with the same formula, charge and spin ... 97.6 kcal/mol

---

Record 8
C4H12NO2P | ωB97M-V/def2-TZVPD

Geometry as XYZ:
```
20
Properties=species:S:1:pos:R:3:forces:R:3:mulliken_charge:R:1
C 0.499478 2.542492 -0.616976 -2.63 -0.13 -0.58 -0.702
C -2.309015 -0.432451 -0.635035 -0.27 1.43 -0.74 -0.587
C 0.446963 -0.530267 2.550245 -2.93 -1.66 2.89 -0.684
C 1.619793 -1.742266 -1.425814 -1.41 -1.15 3.74 -0.968
N 0.326649 1.399411 0.274672 -0.48 -1.02 -0.50 -0.314
O -0.971075 -0.728513 -0.969287 1.63 1.00 0.80 -0.291
O -0.257201 -0.864602 1.374072 1.12 0.56 -1.88 -0.234
P 0.204328 -0.125037 0.005368 -0.15 -2.16 -1.73 0.517
H 1.499232 2.497695 -0.954749 1.16 0.99 -0.32 0.305
H 0.125349 3.436540 -0.075879 1.15 -0.29 -0.08 0.260
H -0.181749 2.624863 -1.560624 0.96 -0.90 1.31 0.207
H -2.473677 -0.468912 0.443614 -0.40 -0.74 -0.26 0.283
H -2.776978 -1.093050 -1.339345 -1.30 -0.56 0.60 0.253
H -2.605093 0.591203 -0.948158 0.37 -0.31 0.10 0.216
H 1.375249 -0.015665 2.475670 0.66 0.39 -0.54 0.356
H 0.593915 -1.606279 3.027235 -0.16 2.58 -0.27 0.205
H -0.348324 0.149729 3.107912 2.10 -1.47 -0.39 0.220
H 0.933423 -1.912864 -2.182673 -1.30 0.03 -1.32 0.291
H 2.296064 -1.003278 -1.550829 2.41 1.88 -0.84 0.407
H 2.002670 -2.718751 -0.999419 -0.54 1.53 0.00 0.259
```
Positions in Å, forces in eV/Å.

Kohn-Sham gap ... 8.415 eV
Max |F| ... 4.43 eV/A
Lowest unoccupied orbital energy ... 0.2 eV
2S+1 ... 1
HOMO ... -8.2496 eV
Energy above the lowest of the compared OMol25 structures with the same formula, charge and spin ... 106.5 kcal/mol

---

Record 9
C4H12NO2S | ωB97M-V/def2-TZVPD

Geometry as XYZ:
```
20
Properties=species:S:1:pos:R:3:forces:R:3:mulliken_charge:R:1
C -0.090293 -0.186527 -1.229324 0.43 0.14 0.21 -1.182
C -0.097659 0.366675 0.224871 0.52 -0.67 -0.86 0.631
C -1.464812 0.941767 0.615669 0.57 -1.41 2.22 -1.301
S -2.028227 2.439663 -0.149495 -0.67 -2.49 -3.87 -0.221
N 0.416514 -0.675801 1.155815 -0.48 0.61 0.49 -0.226
C 0.512277 -2.119554 0.809882 1.18 -0.83 -1.01 -0.621
O 1.391116 -2.418366 -0.190443 -0.78 0.20 -0.12 -0.859
H 0.720559 0.302732 -1.796412 -0.44 -0.27 0.03 0.261
H -1.028889 0.008057 -1.754903 -0.10 -0.04 -0.02 0.298
H 0.149828 -1.264156 -1.201151 -0.16 0.44 -0.27 0.367
H 0.582745 1.222440 0.230093 0.19 0.03 0.25 0.123
H -1.405074 1.139042 1.711795 0.02 0.30 -0.52 0.403
H -2.152397 0.095461 0.591758 -0.55 0.26 -0.41 0.420
H -2.253308 1.452034 -1.669767 0.44 2.62 3.17 0.126
H -0.072242 -0.671805 2.047942 0.05 0.49 -0.05 0.241
H -0.509279 -2.550894 0.635665 0.05 0.15 -0.13 0.288
H 0.933772 -2.635178 1.686493 -0.62 0.40 0.84 0.329
H 2.462446 -0.021135 -0.656917 0.71 0.52 -0.12 0.263
H 2.458231 -1.433307 -0.510475 0.84 -0.38 -0.13 0.462
O 3.153089 -0.688516 -0.785634 -1.20 -0.08 0.29 -0.802
```
Positions in Å, forces in eV/Å.

Kohn-Sham gap ... 5.892 eV
Max |F| ... 4.65 eV/A
Lowest unoccupied orbital energy ... 2.5 eV
2S+1 ... 1
Total charge ... -1
HOMO ... -3.4298 eV
Energy above the lowest of the compared OMol25 structures with the same formula, charge and spin ... 69.8 kcal/mol

---

Record 10
C4H12NO2S | ωB97M-V/def2-TZVPD

Geometry as XYZ:
```
20
Properties=species:S:1:pos:R:3:forces:R:3:mulliken_charge:R:1
C 1.808792 -0.305964 -1.911013 -1.25 -0.77 -0.24 -1.471
C 0.659799 0.129837 -1.023722 -0.68 0.25 2.08 0.091
C 1.304614 0.577249 0.379923 -0.97 -0.62 -0.74 -0.774
S 2.355093 2.053231 0.251256 -0.66 0.79 0.20 -0.274
N -0.368643 -0.867529 -0.760897 0.83 1.12 -1.31 -0.341
C -1.695560 -0.221225 -0.219372 0.88 -2.62 1.11 -0.446
O -1.971876 -0.754635 0.967883 -0.27 0.19 0.28 -0.919
H 1.385421 -1.030716 -2.630505 0.28 0.67 -0.20 0.432
H 2.277912 0.570490 -2.352817 0.35 -0.35 -0.13 0.338
H 2.463122 -0.911879 -1.297641 0.71 0.09 0.03 0.320
H 0.093856 0.962759 -1.443998 0.40 0.24 -0.20 0.414
H 0.609056 0.745035 1.223511 -0.05 -0.19 -0.81 0.317
H 1.843966 -0.350644 0.618362 0.51 0.67 0.39 0.430
H 1.286716 2.951774 0.307564 1.04 -0.84 -0.08 0.114
H 0.001037 -1.691481 -0.274149 -0.77 0.70 0.40 0.245
H -1.609319 0.886950 -0.142374 0.41 -0.10 -0.62 0.198
H -2.362305 -0.543686 -1.042596 -0.52 0.59 0.02 0.301
H -4.273855 -2.780510 1.122659 0.41 0.16 -0.32 0.254
H -2.985339 -1.953786 1.630745 -0.61 0.40 -0.82 0.462
O -3.868109 -2.355561 1.876524 -0.03 -0.37 0.97 -0.690
```
Positions in Å, forces in eV/Å.

Kohn-Sham gap ... 6.279 eV
Max |F| ... 2.97 eV/A
Lowest unoccupied orbital energy ... 3.0 eV
2S+1 ... 1
Total charge ... -1
HOMO ... -3.2845 eV
Energy above the lowest of the compared OMol25 structures with the same formula, charge and spin ... 34.1 kcal/mol